Entry 1:
Molecular formula: C4H8N3
Method: DFT, wB97M-V/def2-TZVPD

Geometry as XYZ:
```
15
Properties=species:S:1:pos:R:3:forces:R:3
C 0.029078 1.316272 -0.041512 -1.1920 2.3018 2.5449
C -0.207214 0.520016 1.134608 -0.4790 3.9344 -0.6936
C 0.224742 -0.599418 -1.289679 -0.3244 -4.4709 2.4822
C -0.490112 -1.880733 1.741171 -0.2075 -0.6121 1.9235
N 0.225459 0.649092 -1.200870 0.6567 0.8653 0.6386
N -0.029997 -0.724213 1.071170 1.2896 -1.0450 -3.5282
N 0.544909 1.428901 -2.213053 0.6329 1.6830 -2.5642
H -0.093772 2.496143 -0.094140 0.3891 -2.9703 0.2235
H -0.574444 1.210552 1.974372 0.3498 -1.6607 -0.6024
H 0.807549 -1.387354 -1.830115 -0.4926 1.2556 0.3828
H -0.402758 -1.639761 2.884047 -0.5279 -0.6365 -1.8782
H -1.538230 -2.058910 1.401668 0.7028 -0.0971 0.7105
H 0.147140 -2.791495 1.534260 -0.6556 1.2455 0.1054
H 0.900253 1.055929 -3.105956 -0.4787 0.3944 1.0757
H 0.457397 2.404981 -1.965970 0.3368 -0.1876 -0.8206
```
Forces are in eV/Å.

largest force on an atom = 5.12 eV/A
Kohn-Sham gap (alpha / beta) = 7.0 / 7.5 eV
relative energy (zero: lowest compared OMol25 entry of this formula, charge and spin) = 8.241 eV
net charge = +1
total energy = -320.98846 Ha
multiplicity = 1


Entry 2:
Molecular formula: C3H10N2O
Method: DFT, wB97M-V/def2-TZVPD

Geometry as XYZ:
```
16
Properties=species:S:1:pos:R:3:forces:R:3
C -1.674607 0.030566 1.703865 -1.0995 0.0445 -1.3931
C 0.132836 0.167724 0.592026 2.5732 0.3441 -3.0244
C 1.943672 -0.624007 -1.792151 0.4507 0.2359 0.2564
N -0.939430 0.088685 -0.227596 -1.8739 -0.1831 2.9256
N 1.037228 0.295194 -1.143312 -0.3617 -0.1611 0.6683
O -2.129781 1.315731 1.879709 0.1968 -0.1570 -0.0935
H -2.502001 1.610914 1.038041 -0.0182 -0.0554 0.1110
H -1.016116 -0.867731 -0.575248 -0.0155 0.0322 0.1040
H 1.060079 1.224942 -1.558136 0.1576 -0.0686 0.2997
H -1.130679 -0.300632 2.586423 0.4085 0.1002 -0.2847
H -2.431291 -0.701911 1.425131 -0.0621 0.0606 0.0949
H 0.674899 -0.698852 0.963229 -0.0680 0.0422 0.0802
H 0.379622 1.136334 1.009354 -0.2070 -0.1133 0.2183
H 3.001209 -0.332233 -1.679609 0.0047 -0.1918 -0.0628
H 1.756179 -0.722053 -2.871618 -0.0797 0.0281 0.1391
H 1.838182 -1.622670 -1.350109 -0.0059 0.0425 -0.0391
```
Forces are in eV/Å.

largest force on an atom = 3.99 eV/A
Kohn-Sham gap (alpha / beta) = 7.8 / 7.8 eV
relative energy (zero: lowest compared OMol25 entry of this formula, charge and spin) = 6.748 eV
total energy = -304.82668 Ha
multiplicity = 1